Record 1
C19H22ClIN5OSn | ωB97M-V/def2-TZVPD

## Properties
E in eV: -56004.9209
Orbital gap in eV: 5.61
Max |F| in eV/Å: 3.32
LUMO in eV: -3.9
Net charge: +1
HOMO in eV: -9.55

Geometry as XYZ:
```
50
Properties=species:S:1:pos:R:3:forces:R:3:nbo_charge:R:1
I 3.74324 -3.49288 0.58658 -0.534 0.615 -0.068 0.25
Sn -0.46505 0.12090 0.00667 0.655 -0.260 0.180 2.17
Cl 6.18746 1.37889 1.60628 0.267 0.530 0.281 0.06
O 1.22717 -1.21219 -0.12967 0.162 1.177 0.664 -0.81
N -1.99245 -1.47921 0.76259 0.187 2.414 2.271 -0.66
N 1.18848 1.50643 0.31086 1.313 0.902 0.006 -0.58
N -1.35432 0.87054 -1.54318 0.127 -0.295 -0.559 -1.21
N 0.16076 -0.27379 2.40090 0.002 -0.857 -1.315 -0.83
N -2.28702 1.44301 0.78310 -0.085 -1.165 -0.193 -0.92
C -0.01643 -0.20953 -3.36714 -0.728 0.255 0.319 -0.29
C -0.04418 -0.97741 -4.52971 -0.849 -0.883 0.340 -0.17
C 1.29891 2.84304 0.19024 -1.189 -1.697 -0.419 0.09
C -2.46436 -0.33989 -3.30961 2.396 1.427 1.599 -0.27
C -2.43737 -1.12965 -4.38964 0.159 -1.148 -1.295 -0.20
C 4.66984 0.67884 1.26613 -0.879 -1.102 -0.246 -0.06
C 3.51133 1.44647 0.94343 1.676 1.603 0.849 -0.13
C 2.36168 -0.64120 0.36535 -1.223 -1.053 -0.009 0.25
C 3.54946 2.86010 1.01274 -1.224 0.363 -0.757 -0.05
C 2.43925 3.53678 0.48764 1.224 1.162 0.313 -0.27
C 3.47984 -1.42109 0.74854 -0.633 2.025 -0.077 -0.22
C -1.24924 -1.57122 -4.96006 1.165 1.535 -1.483 -0.25
C 4.59724 -0.68473 1.23670 -0.149 0.008 -0.114 -0.21
C -3.30545 -0.70358 0.75921 -0.234 -1.362 -1.280 -0.25
C -0.80576 -1.12205 3.09136 0.838 -1.610 -1.562 -0.24
C -1.22989 0.14678 -2.73979 -0.835 -1.075 -0.316 0.16
C -1.54461 -2.04346 2.08425 -1.541 -0.305 -0.539 -0.24
C -3.18011 0.55484 1.60754 -0.138 0.949 -1.761 -0.25
C 2.33575 0.82635 0.57278 0.181 -2.475 -0.438 0.18
H 4.41896 3.36741 1.42693 -0.162 -0.060 -0.372 0.26
H -2.46362 -2.45069 2.58300 0.900 0.112 -0.230 0.22
H -2.23126 2.38914 1.10411 -0.018 0.468 0.294 0.40
H 1.08983 -0.67330 2.26133 -0.331 -0.267 0.191 0.42
H 2.36757 4.62123 0.25072 0.538 -0.858 0.675 0.26
H -0.38455 -1.87691 3.75603 0.515 0.366 0.230 0.23
H 0.86454 -1.14925 -5.07951 0.242 -0.210 -0.017 0.21
H -2.50352 1.40184 -0.29147 0.354 0.249 1.344 0.48
H -1.42340 -0.52306 3.67577 -1.224 0.956 0.831 0.21
H -0.88650 -2.86478 1.80495 0.027 -0.062 0.242 0.23
H 0.43777 3.34292 -0.22232 -0.279 0.080 0.132 0.23
H -3.33486 -1.38967 -4.88976 -0.897 -0.461 -0.163 0.21
H -2.72390 0.35638 2.56136 -0.060 0.054 0.332 0.19
H -1.27819 -2.03761 -5.96646 0.054 -0.036 0.997 0.22
H -1.91048 -2.12381 0.02092 -0.286 -1.119 -0.816 0.42
H -3.41480 -0.41684 -0.34406 -0.200 -0.307 1.529 0.25
H 5.45264 -1.21504 1.59358 0.465 -0.390 -0.073 0.24
H 0.92210 0.08071 -2.88911 -0.144 0.164 -0.362 0.20
H -3.33772 -0.03940 -2.79385 -0.988 0.275 0.142 0.20
H 0.30351 0.62308 2.78404 -0.070 1.084 0.869 0.40
H -4.16291 1.03837 1.75473 0.360 -0.418 -0.025 0.23
H -4.17539 -1.37184 1.04497 1.097 0.705 -0.143 0.23
```
Positions in Å, forces in eV/Å.

---

Record 2
C19H22ClN3O3S | ωB97M-V/def2-TZVPD

## Properties
E in eV: -54030.7828
SMILES: CN1CCN(S(=O)(=O)c2cccc(C(=O)NCc3ccc(Cl)cc3)c2)CC1
Orbital gap in eV: 8.52
Max |F| in eV/Å: 1.08
LUMO in eV: 0.3
HOMO in eV: -8.27

Geometry as XYZ:
```
49
Properties=species:S:1:pos:R:3:forces:R:3:nbo_charge:R:1
Cl 4.05099 -2.62402 -0.35592 0.036 -0.193 0.023 0.00
S -2.61162 -0.58693 -1.66325 0.034 -0.267 -0.058 2.34
O -1.81689 -0.38808 -2.84074 0.214 0.088 0.206 -0.94
O -4.01929 -0.81677 -1.79142 -0.046 0.119 0.340 -0.94
O 0.92570 3.53864 1.35287 0.081 0.031 0.249 -0.61
N -1.97583 -1.88790 -0.86825 -0.453 0.763 -0.617 -0.68
N 1.17667 3.14771 -0.86239 -0.024 0.167 -0.374 -0.60
N -0.54616 -2.15632 1.62357 0.051 0.051 0.128 -0.44
C 3.52883 -0.16978 0.63720 0.024 -0.097 -0.057 -0.17
C 3.22978 1.17396 0.51116 0.052 0.018 -0.062 -0.22
C 2.62981 3.18418 -0.86143 0.042 -0.101 0.157 -0.25
C 3.12057 1.76235 -0.74367 0.093 0.085 -0.038 -0.03
C -3.15655 2.40442 1.02658 0.056 -0.009 -0.013 -0.21
C -0.23779 -3.54589 1.89173 -0.023 0.095 -0.015 -0.42
C -2.66008 -2.35456 0.31578 -0.295 -0.029 0.606 -0.25
C -0.54525 -2.09598 -0.87031 0.697 0.116 0.046 -0.25
C -0.89696 2.55270 0.19466 -0.206 -0.326 0.062 -0.07
C -1.96637 -1.85570 1.59337 -0.085 -0.037 -0.112 -0.24
C 3.71513 -0.93274 -0.50494 -0.030 0.216 -0.027 -0.07
C 3.32148 0.98287 -1.87576 0.034 0.073 0.134 -0.21
C -1.14380 1.46457 -0.63651 0.121 0.287 0.038 -0.21
C 0.10405 -1.62319 0.44027 -0.043 -0.027 -0.161 -0.23
C 0.47763 3.13376 0.29933 -0.187 0.058 -0.213 0.65
C -3.39666 1.31671 0.19948 -0.091 -0.082 -0.031 -0.17
C 3.62245 -0.36304 -1.76413 -0.012 -0.132 0.036 -0.23
C -1.90934 3.00529 1.03702 0.118 0.023 -0.049 -0.16
C -2.38005 0.85457 -0.61301 -0.202 -0.488 -0.453 -0.33
H 3.77392 -0.96707 -2.64472 0.025 -0.086 -0.064 0.23
H -2.06820 -0.76707 1.66176 -0.085 -0.061 0.030 0.20
H -2.67233 -3.45014 0.29667 -0.067 0.077 -0.045 0.20
H -0.68540 -3.82020 2.84616 -0.001 -0.100 0.030 0.20
H 3.06291 1.77110 1.39453 -0.025 0.079 0.112 0.24
H -0.39313 1.05688 -1.29729 0.167 0.033 -0.022 0.24
H -4.35503 0.82298 0.16832 -0.149 -0.010 0.034 0.24
H -3.68719 -1.99699 0.25279 -0.062 -0.193 0.169 0.24
H 3.23989 1.42738 -2.85715 -0.004 0.056 -0.125 0.22
H 2.93605 3.77693 0.00230 0.024 -0.001 -0.175 0.24
H 0.84323 -3.64687 1.97729 0.047 -0.096 0.006 0.21
H -2.43824 -2.30249 2.47047 -0.053 0.050 0.007 0.21
H 0.74483 2.75350 -1.68407 -0.035 0.038 0.130 0.40
H -0.59173 -4.24853 1.12672 0.009 -0.103 -0.006 0.16
H -1.69784 3.83372 1.69591 0.022 0.057 0.079 0.24
H 1.15481 -1.91605 0.45353 0.027 0.047 -0.033 0.21
H -3.93976 2.77517 1.66989 -0.067 0.034 0.043 0.22
H -0.35788 -3.16612 -1.01448 -0.027 0.076 -0.061 0.20
H 2.97649 3.65859 -1.78115 0.012 -0.002 0.099 0.21
H -0.14544 -1.55920 -1.72988 0.192 -0.158 0.024 0.24
H 0.05202 -0.53163 0.50930 0.083 -0.062 -0.067 0.20
H 3.60763 -0.62470 1.61182 0.011 -0.077 0.088 0.22
```
Positions in Å, forces in eV/Å.

---

Record 3
C19H22F4N2O2S | ωB97M-V/def2-TZVPD

## Properties
E in eV: -48842.4770
SMILES: C[C@@](F)(C(=O)N[C@H]1CN(C(=O)C2CCSCC2)Cc2ccccc21)C(F)(F)F
Orbital gap in eV: 8.80
Max |F| in eV/Å: 0.75
LUMO in eV: 0.5
HOMO in eV: -8.32

Geometry as XYZ:
```
50
Properties=species:S:1:pos:R:3:forces:R:3:nbo_charge:R:1
S 1.11249 -1.85771 -4.90112 0.001 0.001 0.001 0.19
F -5.15782 -1.00750 1.06655 0.001 0.001 0.000 -0.31
F -3.83946 0.50512 0.26013 -0.001 -0.001 0.001 -0.32
F -2.73722 -0.83263 2.32949 0.003 0.001 0.002 -0.35
F -4.17352 -1.33499 -0.83597 0.000 0.000 0.000 -0.31
O 1.91486 2.14437 -1.86267 0.000 0.001 0.000 -0.63
O -1.02782 -2.04225 -0.36091 0.002 0.000 0.002 -0.54
N -0.87294 0.02759 0.58612 -0.576 0.232 0.408 -0.66
N 1.94654 0.81944 -0.03478 0.000 0.003 0.000 -0.45
C -3.03179 -2.94698 1.29789 -0.003 -0.003 0.001 -0.64
C -0.14289 -0.73183 -4.24507 0.000 -0.003 -0.002 -0.53
C 1.47435 3.32424 2.69256 0.000 0.001 0.002 -0.19
C 1.38744 2.15096 1.94806 -0.001 -0.003 -0.001 -0.04
C 1.56340 -0.36043 0.70729 0.003 -0.003 -0.001 -0.22
C -1.51877 -1.16971 0.31194 0.538 -0.379 0.361 0.68
C 0.61687 3.56072 3.75203 0.001 0.001 0.000 -0.20
C 1.91818 -2.25429 -3.33230 -0.004 -0.002 -0.002 -0.53
C -0.43365 1.44427 3.36083 -0.002 0.000 0.000 -0.21
C -4.02335 -0.81960 0.38881 0.001 0.001 -0.001 0.95
C -2.82658 -1.46704 1.09536 -0.269 0.227 -0.364 0.18
C -0.34431 2.61601 4.09042 0.000 -0.002 0.000 -0.22
C 1.19335 -0.11006 -2.20166 0.004 -0.002 -0.001 -0.33
C 1.69292 1.05420 -1.36465 -0.001 -0.004 0.003 0.72
C 0.42522 1.20398 2.28952 0.007 0.003 -0.002 0.01
C 2.37702 -1.01298 -2.57936 -0.002 -0.002 0.002 -0.40
C 2.35289 1.92439 0.80857 -0.001 0.004 0.003 -0.25
C 0.45645 0.40834 -3.43427 -0.004 -0.001 -0.001 -0.40
C 0.29614 -0.08239 1.50893 0.297 -0.078 -0.411 -0.07
H -1.51995 0.70303 0.97664 -0.005 -0.001 -0.002 0.40
H 0.69466 4.48227 4.31404 0.000 0.000 0.000 0.22
H -3.10429 -3.44637 0.33517 0.000 0.001 0.000 0.25
H 3.35201 1.72839 1.21694 0.000 -0.002 -0.001 0.20
H 2.22105 4.06344 2.42583 0.000 0.000 0.000 0.21
H -3.94014 -3.11270 1.87377 0.000 -0.001 -0.001 0.24
H -0.85203 -1.30483 -3.64123 0.000 0.001 0.001 0.21
H 1.23094 -2.83885 -2.71442 0.000 0.001 0.000 0.21
H -1.17454 0.69719 3.62222 0.000 0.000 0.000 0.22
H 2.37155 -0.61592 1.40118 0.001 0.000 -0.001 0.20
H 2.41887 2.81150 0.18317 0.000 0.000 0.000 0.26
H 2.76537 -2.89275 -3.58322 0.001 0.001 0.001 0.23
H 0.12710 -0.90757 2.20982 0.004 0.001 0.003 0.20
H 2.91297 -1.32258 -1.67624 0.004 0.002 -0.001 0.20
H 3.07989 -0.44439 -3.19375 0.000 0.001 0.001 0.22
H -0.68045 -0.35014 -5.11298 0.000 0.001 0.001 0.23
H -2.17815 -3.35658 1.83373 0.000 0.001 0.001 0.24
H -0.34256 1.08187 -3.11277 0.002 0.002 -0.001 0.22
H 1.13805 0.99397 -4.05184 0.000 0.001 0.001 0.23
H 0.48448 -0.70173 -1.61985 -0.001 0.002 -0.001 0.23
H -1.01563 2.79153 4.92047 0.000 0.000 0.000 0.22
H 1.41278 -1.21204 0.05160 -0.001 0.000 0.002 0.23
```
Positions in Å, forces in eV/Å.

---

Record 4
C19H22IrN8O6S2 | ωB97M-V/def2-TZVPD

## Properties
E in eV: -68774.3077
Orbital gap in eV: 8.68
Max |F| in eV/Å: 0.65
LUMO in eV: -2.5
Net charge: +1
HOMO in eV: -11.21

Geometry as XYZ:
```
58
Properties=species:S:1:pos:R:3:forces:R:3:nbo_charge:R:1
Ir 0.14068 -0.18429 -0.18951 0.041 -0.337 0.061 1.19
S 2.71310 -4.00265 -0.42661 -0.002 -0.016 0.007 0.46
S -3.58508 -2.78033 -0.79988 0.026 -0.008 0.002 0.45
O 0.18092 2.74872 -1.33657 0.022 -0.154 0.007 -0.71
O 4.35173 3.12930 3.43558 -0.012 0.006 0.001 -0.56
O -0.01787 -0.40520 1.82488 -0.099 0.035 -0.047 -0.65
O -1.10943 1.45732 -0.01897 0.561 -0.103 -0.314 -0.75
O 0.91312 0.17852 3.77166 0.016 -0.034 0.006 -0.61
O 2.89898 1.83525 4.50854 0.013 -0.017 0.005 -0.66
N -3.32986 -0.12093 -0.38066 -0.050 -0.151 -0.073 -0.78
N -1.42418 -1.47417 -0.48975 0.419 -0.084 -0.074 -0.50
N -0.06736 1.09463 -4.34442 0.056 0.012 -0.021 -0.45
N 1.17888 -1.97301 -0.27895 -0.272 -0.012 -0.069 -0.50
N 0.41735 -0.04685 -2.22615 -0.151 0.467 0.312 -0.49
N 2.52263 1.88364 -0.07109 0.265 -0.178 -0.027 -0.29
N 3.46411 -1.47282 0.05636 -0.028 0.047 -0.070 -0.78
N 1.67382 0.99945 0.45325 -0.199 0.261 0.009 -0.27
C -2.72611 -1.30404 -0.52524 -0.289 0.101 0.055 0.30
C 0.36765 -3.07637 -0.55950 -0.028 -0.043 0.015 0.19
C 1.68548 2.25820 -5.61806 -0.049 -0.014 -0.015 -0.42
C 3.43054 2.35816 3.41930 0.009 0.002 -0.009 0.78
C 2.44170 -2.31740 -0.18023 0.092 -0.048 0.057 0.28
C -0.52531 0.32804 -5.51979 -0.002 -0.002 0.011 -0.20
C 3.25101 2.46943 0.89187 -0.025 0.018 0.012 0.05
C 0.85142 0.21018 2.55569 0.016 0.066 0.006 0.77
C -1.06183 -2.80523 -0.65684 0.040 -0.112 0.009 0.10
C 0.54031 2.41330 -4.62718 0.051 0.002 -0.016 -0.21
C 2.84088 1.94781 2.10554 -0.052 0.035 0.015 -0.24
C 1.02406 -4.24404 -0.67340 0.021 0.031 -0.006 -0.43
C 0.63114 0.14751 -6.49210 0.000 0.030 0.013 -0.41
C 0.19053 0.49524 -3.22498 -0.136 -0.116 -0.078 0.64
C -1.77538 3.69385 -0.34885 -0.024 0.008 0.001 -0.72
C -2.09069 -3.65029 -0.84392 -0.003 0.053 -0.007 -0.41
C 1.82222 1.04407 1.77190 0.039 -0.066 0.012 0.05
C 1.22373 1.50550 -6.86616 0.004 -0.009 0.043 -0.40
C -0.80310 2.57686 -0.62789 -0.168 0.188 0.069 0.82
H -1.54356 4.11786 0.62949 0.001 -0.003 0.000 0.25
H -4.32778 -0.07581 -0.28341 -0.007 0.009 0.020 0.41
H 0.62626 -5.22336 -0.87552 -0.004 0.001 0.003 0.26
H 3.99731 3.21789 0.68531 0.002 -0.004 -0.009 0.26
H -2.79962 3.32747 -0.31120 -0.010 0.005 -0.003 0.22
H 0.46261 2.09953 -7.38249 0.022 -0.001 -0.033 0.20
H 2.50446 1.71235 -5.13902 0.011 0.013 -0.004 0.20
H 1.39786 -0.47284 -6.01779 -0.005 -0.030 -0.030 0.20
H 3.25448 -0.54051 0.37004 0.003 -0.030 0.035 0.41
H -1.33000 0.90645 -5.97918 -0.013 -0.020 0.002 0.21
H 4.36572 -1.84778 0.29429 0.002 0.014 0.013 0.42
H 2.06266 3.24736 -5.88097 0.009 0.000 0.011 0.23
H -1.67578 4.47157 -1.10037 0.000 0.001 0.008 0.24
H -0.25155 3.03932 -5.04522 -0.003 -0.016 0.000 0.21
H 2.15517 1.20757 4.31865 -0.010 0.016 -0.003 0.51
H 0.28096 -0.38553 -7.37678 -0.015 0.011 -0.001 0.23
H 2.05414 1.37764 -7.55999 -0.001 0.004 -0.001 0.23
H 2.46885 2.08951 -1.05706 -0.110 0.083 0.032 0.45
H 0.84392 2.85074 -3.67918 -0.015 0.016 0.012 0.25
H -0.93801 -0.61870 -5.17598 0.010 -0.004 0.007 0.22
H -2.75034 0.67082 -0.11223 0.049 0.075 0.026 0.45
H -2.06932 -4.71651 -0.98746 -0.015 -0.003 0.014 0.26
```
Positions in Å, forces in eV/Å.

---

Record 5
C19H22N2O3 | ωB97M-V/def2-TZVPD

## Properties
E in eV: -29182.1967
SMILES: COc1ccc(N2CCN(C(=O)COc3ccccc3)CC2)cc1
Orbital gap in eV: 7.96
Max |F| in eV/Å: 0.44
LUMO in eV: 0.8
HOMO in eV: -7.21

Geometry as XYZ:
```
46
Properties=species:S:1:pos:R:3:forces:R:3:nbo_charge:R:1
O -0.27526 -2.67695 0.49995 0.101 0.056 -0.176 -0.51
O -2.66912 -1.29533 2.64648 -0.300 -0.099 -0.077 -0.64
O 0.68811 2.25612 -3.50897 -0.204 0.116 0.182 -0.50
N 0.79095 1.27965 1.97548 0.021 -0.095 0.239 -0.43
N -0.48312 -0.84946 2.89867 0.093 0.283 0.090 -0.43
C 0.06308 -2.25422 -1.77596 -0.034 -0.100 0.219 -0.27
C 1.48119 0.64245 -0.28318 -0.048 0.079 0.273 -0.21
C 0.02412 2.73873 -1.31335 0.090 -0.126 -0.240 -0.23
C 0.93000 -1.08040 2.67944 0.399 -0.182 -0.059 -0.24
C 0.03616 2.51134 0.04353 -0.018 -0.067 -0.012 -0.24
C 1.49306 0.88614 -1.64599 -0.021 0.209 -0.383 -0.29
C -0.67521 -1.99649 -0.62329 0.028 -0.015 -0.260 0.29
C -1.72214 -1.08657 -0.66471 0.035 -0.149 0.313 -0.26
C 1.46497 1.51370 -4.41341 0.101 -0.071 -0.102 -0.25
C -0.76849 0.36278 3.63772 -0.225 0.176 0.024 -0.25
C -0.25046 -1.61232 -2.95624 -0.032 -0.077 0.001 -0.19
C -1.28988 -0.69716 -2.99961 -0.078 0.058 -0.115 -0.24
C 0.75909 1.44672 0.59589 0.144 0.078 -0.298 0.14
C -0.39077 1.57398 2.76677 -0.044 0.098 0.203 -0.21
C 1.63506 0.29128 2.59297 -0.022 -0.073 -0.006 -0.22
C 0.75625 1.93122 -2.18109 0.049 0.053 0.172 0.27
C -1.18185 -2.81655 1.57208 -0.277 -0.200 0.024 -0.16
C -2.01550 -0.43762 -1.85230 0.031 0.011 -0.142 -0.19
C -1.50557 -1.56899 2.40314 0.033 -0.206 -0.103 0.65
H -1.83420 0.37575 3.86834 0.185 0.040 0.053 0.26
H 1.07097 -1.63911 1.75596 0.012 0.057 0.139 0.24
H 2.05174 -0.19971 0.07457 0.034 -0.103 0.089 0.20
H 2.07661 0.23461 -2.27667 0.018 -0.052 -0.094 0.22
H -1.22316 1.79490 2.09709 0.040 -0.007 0.062 0.21
H 1.27673 1.95068 -5.39328 0.049 -0.073 0.037 0.20
H -0.50752 3.18694 0.68505 -0.036 0.069 0.075 0.21
H 2.53342 1.59051 -4.18359 -0.029 -0.021 0.002 0.17
H -1.53311 -0.18976 -3.92068 -0.013 0.062 -0.087 0.22
H -0.54068 3.55887 -1.72764 -0.068 0.120 -0.048 0.22
H 2.57251 0.20513 2.04513 -0.001 -0.013 0.098 0.22
H 0.87192 -2.96662 -1.72293 0.085 -0.100 0.008 0.22
H -0.21374 2.44786 3.40844 -0.163 -0.016 -0.017 0.19
H 1.17248 0.45924 -4.42436 0.033 0.013 0.004 0.17
H 1.34603 -1.66420 3.51203 0.062 0.041 -0.073 0.19
H -2.31201 -0.87843 0.21300 -0.091 0.024 0.105 0.23
H -0.72486 -3.56104 2.23352 -0.095 0.086 -0.066 0.21
H 1.87572 0.65098 3.59943 0.073 -0.078 -0.078 0.20
H -0.20157 0.34769 4.57296 -0.042 0.012 -0.024 0.19
H -2.82455 0.27665 -1.87512 -0.073 0.068 0.010 0.22
H 0.31591 -1.83761 -3.84900 0.052 -0.005 -0.060 0.21
H -2.14330 -3.20539 1.21373 0.144 0.120 0.098 0.21
```
Positions in Å, forces in eV/Å.